46
Properties=species:S:1:pos:R:3:forces:R:3 method="wB97M-V/def2-TZVPD" charge=+2 s2=3.85 homo_lumo_gap_ev="7.2 / 5.2" homo_ev="-12.88 / -14.45" multiplicity=4 largest_force_ev_per_a=5.1
C 1.931 0.152 0.046 0.85 0.34 0.15
N 1.248 -0.875 -0.732 -1.81 0.46 1.34
C 0.934 -0.620 -2.129 -0.25 0.02 -0.48
N 0.469 -1.792 -0.162 0.75 -0.46 -0.98
C 0.343 -1.967 1.111 0.07 0.35 0.61
H 1.784 1.121 -0.455 0.00 -0.41 0.21
H 1.551 0.201 1.075 0.11 -0.03 -0.49
H 3.016 -0.046 0.084 -0.38 -0.07 0.00
H 0.958 0.462 -2.314 0.02 -0.36 0.08
H 1.668 -1.110 -2.777 -0.14 0.02 0.16
H -0.059 -1.029 -2.351 0.29 0.09 0.18
H -0.179 -2.880 1.432 0.23 0.45 -0.23
H 0.671 -1.251 1.887 -0.16 -0.40 -0.41
O 2.826 -8.320 -3.152 -0.33 3.37 -2.60
C 2.689 -7.377 -3.823 0.49 -4.22 2.84
Cr 2.280 -5.753 -4.721 -0.84 -0.98 1.08
C 2.263 -4.998 -2.996 0.09 1.76 3.56
O 2.226 -4.560 -1.914 0.09 -1.36 -3.39
C 0.464 -6.187 -4.374 -4.57 -1.51 1.47
O -0.600 -6.495 -4.011 3.77 1.20 -1.51
C 2.561 -6.338 -6.810 -0.23 -0.88 -0.76
C 3.806 -6.266 -6.171 0.45 -0.16 -0.36
C 4.167 -5.119 -5.459 1.57 0.65 0.44
C 3.302 -3.998 -5.373 -0.17 0.75 1.23
C 3.520 -2.954 -4.372 0.68 0.28 -0.14
C 3.807 -2.170 -3.464 -0.83 -1.04 -2.02
C 4.093 -1.237 -2.506 0.92 0.70 0.77
C 5.145 -1.450 -1.559 0.54 -0.27 0.61
C 5.524 -0.459 -0.606 -0.08 -0.27 -0.13
C 6.519 -0.714 0.335 -0.11 -0.04 -0.13
C 7.186 -1.950 0.346 -0.22 0.06 -0.19
C 6.850 -2.931 -0.599 -0.25 0.17 -0.18
C 5.844 -2.688 -1.532 0.09 0.16 0.28
C 2.052 -4.097 -6.031 -0.36 1.68 -0.17
C 1.693 -5.241 -6.747 -0.33 0.02 -0.58
H 2.264 -7.247 -7.342 0.13 0.39 0.22
H 4.481 -7.125 -6.197 -0.26 0.27 0.09
H 5.111 -5.086 -4.907 -0.36 -0.04 -0.28
H 3.640 -0.244 -2.537 0.03 -0.32 -0.14
H 5.023 0.512 -0.632 0.25 -0.20 0.02
H 6.786 0.054 1.067 -0.09 -0.28 -0.32
H 7.963 -2.146 1.088 -0.25 0.08 -0.26
H 7.373 -3.889 -0.609 -0.15 0.31 0.04
H 5.565 -3.446 -2.266 0.19 0.12 0.25
H 1.350 -3.267 -5.922 0.23 -0.35 -0.11
H 0.713 -5.291 -7.226 0.30 -0.04 0.23


52
Properties=species:S:1:pos:R:3:forces:R:3 method="wB97M-V/def2-TZVPD" s2=3.85 homo_lumo_gap_ev="4.2 / 4.2" homo_ev="-7.44 / -7.44" multiplicity=4 largest_force_ev_per_a=4.4
Cr 0.450 0.611 -1.231 1.23 4.08 1.11
O 7.400 1.017 -1.459 1.61 -0.89 0.07
C 6.708 2.024 -1.477 -1.06 0.30 -0.24
O 6.888 3.233 -1.556 1.10 1.23 0.00
C 5.237 1.697 -1.437 -2.36 -0.94 0.35
C 4.841 0.326 -1.368 -0.81 0.79 -0.09
C 3.494 0.030 -1.311 -0.40 0.90 -0.06
N 2.534 0.993 -1.328 -0.82 -0.69 -0.29
C 2.870 2.299 -1.408 1.04 -1.00 0.13
C 4.211 2.678 -1.433 -0.50 -0.59 0.13
C 1.720 3.263 -1.446 0.88 2.59 0.15
O 1.975 4.483 -1.525 -1.06 -2.78 0.10
O 0.543 2.703 -1.363 -0.26 -1.54 -0.12
H 5.544 -0.496 -1.362 0.30 0.39 0.00
H 3.074 -0.965 -1.267 0.35 -0.26 0.09
H 4.345 3.752 -1.407 0.68 -0.12 -0.22
C -1.244 0.868 3.886 -0.29 0.28 -0.18
Si -2.910 0.869 3.006 -0.06 -0.24 0.71
C -3.872 2.456 3.413 0.37 -0.15 0.28
C -3.823 -0.728 3.513 -0.23 0.42 -0.59
C -2.744 0.829 1.124 -0.26 0.02 0.56
C -3.953 0.890 0.415 1.72 -0.14 -1.24
C -3.911 0.885 -1.001 -0.44 -0.25 0.38
C -2.690 0.802 -1.631 0.33 0.38 0.76
N -1.545 0.766 -0.923 0.39 -0.59 0.18
C -1.516 0.737 0.433 -1.76 0.02 -0.63
S 0.072 0.480 1.117 0.17 -0.09 -1.33
H -1.396 1.043 4.957 0.01 0.01 -0.11
H -0.621 1.673 3.479 -0.02 -0.11 0.27
H -0.710 -0.075 3.760 -0.06 0.06 0.05
H -3.991 2.569 4.502 -0.05 -0.16 -0.28
H -4.868 2.468 2.960 0.11 0.07 0.02
H -3.310 3.348 3.087 -0.21 -0.35 -0.09
H -3.984 -0.757 4.583 -0.02 0.03 0.32
H -3.239 -1.612 3.244 0.07 0.10 -0.02
H -4.809 -0.835 3.031 0.29 0.09 0.12
H -4.887 0.897 0.948 -0.26 0.13 0.03
H -4.814 0.888 -1.609 0.17 0.08 0.22
H -2.578 0.799 -2.706 -0.09 -0.02 -0.04
Se 1.227 -1.041 -3.853 -0.84 -2.62 2.74
N 0.518 -1.140 -2.064 0.09 -1.61 -0.71
C 0.365 -2.433 -1.704 0.48 0.16 -0.34
C -0.068 -2.943 -0.436 -0.39 -0.39 0.43
C -0.112 -4.307 -0.176 0.24 1.64 -0.32
C 0.293 -5.261 -1.142 0.64 0.74 -2.14
C 0.726 -4.823 -2.400 -0.24 -0.89 1.06
C 0.786 -3.423 -2.692 0.34 2.73 -0.69
N 1.255 -2.817 -3.797 -0.07 -1.22 -0.61
H -0.370 -2.224 0.311 0.00 -0.02 0.18
H -0.421 -4.668 0.798 -0.07 0.22 -0.03
H 0.257 -6.315 -0.883 0.07 0.15 -0.26
H 1.053 -5.512 -3.171 -0.06 0.03 0.15


61
Properties=species:S:1:pos:R:3:forces:R:3 method="wB97M-V/def2-TZVPD" s2=8.76 homo_lumo_gap_ev="8.4 / 6.8" relative_energy_kcal_mol=0.00 homo_ev="-8.62 / -8.66" multiplicity=6 largest_force_ev_per_a=0.5
Ru 0.047 0.621 -0.257 0.08 0.15 -0.08
C 1.688 1.245 -6.978 0.01 0.01 0.00
O 1.291 -0.108 -6.809 0.00 0.00 -0.01
C 0.876 -0.494 -5.589 0.00 -0.01 0.01
C 0.494 -1.848 -5.484 0.00 0.01 -0.01
C 0.059 -2.318 -4.283 0.00 0.00 0.00
C -0.027 -1.505 -3.126 -0.04 0.03 0.01
C -0.560 -2.062 -1.910 0.04 -0.04 0.02
C -0.970 -3.514 -1.864 -0.02 0.00 -0.02
O -0.740 -1.422 -0.855 -0.05 0.04 -0.04
C 0.375 -0.143 -3.244 0.07 -0.05 0.00
O 0.367 0.708 -2.258 -0.13 0.01 -0.02
C 0.816 0.338 -4.493 0.02 0.00 -0.01
H 1.976 1.344 -8.020 0.00 0.00 0.00
H 2.539 1.486 -6.338 0.00 0.00 0.00
H 0.862 1.926 -6.761 0.00 0.00 0.00
H 0.553 -2.477 -6.361 0.00 -0.01 0.00
H -0.238 -3.356 -4.218 0.01 0.00 0.00
H -1.790 -3.706 -2.559 0.00 0.00 0.00
H -1.291 -3.746 -0.853 0.00 0.00 0.00
H -0.141 -4.166 -2.140 0.02 0.01 0.01
H 1.110 1.375 -4.533 0.00 0.00 0.00
O -0.697 3.671 2.256 0.01 0.01 0.00
C -0.158 2.614 2.005 -0.01 -0.02 0.01
O 0.342 2.327 0.826 -0.05 0.04 -0.01
C -0.005 1.561 3.073 0.01 -0.03 -0.01
C -0.087 1.999 4.383 0.01 0.01 0.01
C 0.034 1.113 5.437 0.13 0.02 0.00
C 0.226 -0.238 5.220 0.01 0.02 0.01
C 0.324 -0.666 3.919 -0.06 0.01 -0.08
C 0.189 0.182 2.789 -0.02 0.02 0.04
O 0.170 -0.347 1.605 0.03 -0.02 -0.03
N 0.547 -2.096 3.708 0.16 -0.01 0.09
O 1.427 -2.422 2.929 -0.03 -0.02 -0.10
O -0.113 -2.876 4.359 -0.06 -0.01 -0.02
N -0.053 1.602 6.813 -0.49 -0.08 -0.01
O 0.029 0.780 7.707 0.18 0.02 0.01
O -0.265 2.786 6.980 0.18 0.04 0.00
H -0.258 3.050 4.571 0.00 0.00 0.00
H 0.301 -0.931 6.045 0.00 0.00 -0.01
N 2.861 -2.920 0.354 -0.02 0.00 0.08
N 3.032 -1.546 0.322 0.02 0.03 -0.01
N 3.861 -0.875 1.094 0.00 0.02 0.01
C 3.628 0.370 0.715 0.01 -0.01 0.01
N 2.697 0.435 -0.252 -0.10 -0.07 0.05
N 2.340 -0.805 -0.494 0.08 -0.09 -0.02
H 3.754 -3.309 0.637 0.01 -0.01 -0.04
H 2.188 -3.111 1.095 -0.01 0.01 0.02
H 4.128 1.226 1.130 -0.01 0.00 0.00
N -5.534 0.051 -1.036 -0.01 -0.01 -0.02
C -4.509 0.923 -0.789 0.03 0.00 0.01
C -3.187 0.472 -0.650 -0.04 0.01 0.00
N -2.204 1.330 -0.443 0.04 -0.04 0.09
C -2.484 2.637 -0.366 0.02 -0.01 0.00
C -3.792 3.058 -0.515 0.00 0.00 0.00
N -4.800 2.218 -0.724 -0.01 0.01 0.00
H -5.413 -0.913 -0.782 0.00 0.00 0.01
H -6.460 0.427 -0.917 0.00 0.00 0.01
H -2.932 -0.579 -0.702 0.01 0.00 0.00
H -1.668 3.314 -0.158 -0.01 0.01 -0.01
H -4.036 4.111 -0.452 0.00 0.00 0.00


55
Properties=species:S:1:pos:R:3:forces:R:3 method="wB97M-V/def2-TZVPD" homo_lumo_gap_ev=7.1 relative_energy_kcal_mol=16.75 homo_ev=-7.28 largest_force_ev_per_a=2.9
Ca 1.901 0.726 0.628 1.33 0.55 -0.94
C -0.124 0.397 -3.342 0.70 -0.80 1.62
C 0.636 1.260 -2.527 0.69 -2.03 0.40
N 1.395 0.550 -1.661 -1.30 -0.01 -0.88
N 1.090 -0.781 -1.836 -0.86 1.02 -0.99
C 0.112 -0.892 -2.803 1.41 1.39 -0.45
B 2.041 -1.854 -1.222 -0.76 -1.54 0.54
N 3.485 -1.356 -1.176 0.46 -0.05 0.93
C 4.580 -1.934 -1.702 0.94 0.03 -0.43
C 5.730 -1.266 -1.227 -2.53 0.35 -0.17
C 5.173 -0.241 -0.408 0.03 -1.38 -0.45
N 3.843 -0.359 -0.306 1.01 -0.12 -1.07
N 1.519 -2.309 0.245 0.32 -0.13 -1.83
C 0.912 -3.498 0.542 -0.46 1.39 1.10
C 0.081 -3.255 1.643 0.32 0.89 -0.38
C 0.221 -1.844 1.902 0.19 -1.25 0.03
N 1.109 -1.318 1.061 -0.99 -1.72 0.56
H -0.656 0.690 -4.217 -0.60 -0.12 -0.15
H 0.712 2.321 -2.504 0.01 0.56 -0.19
H -0.244 -1.841 -3.183 0.23 0.10 0.30
H 1.973 -2.873 -1.866 0.12 0.21 -0.18
H 4.516 -2.755 -2.454 -0.11 0.83 0.95
H 6.729 -1.459 -1.540 0.46 0.07 0.05
H 5.705 0.549 0.075 0.05 0.23 0.43
H 1.089 -4.413 -0.017 0.06 0.41 0.06
H -0.563 -3.971 2.149 0.25 0.32 -0.13
H -0.248 -1.196 2.640 0.01 -0.35 -0.20
O 2.382 2.916 1.401 -0.98 0.56 1.12
C 1.343 2.828 2.111 -0.93 -2.17 -0.99
N 0.590 1.666 2.088 -0.13 -0.09 0.38
C -0.518 1.681 2.932 0.15 -1.58 -0.58
O -1.297 0.729 3.100 1.37 2.22 -0.06
C -0.489 3.030 3.533 -0.46 1.42 0.87
C -1.346 3.629 4.444 1.07 1.01 0.03
C -1.044 4.986 4.803 -1.01 -0.73 0.78
C 0.067 5.646 4.316 -0.13 -1.20 -0.59
C 0.923 5.018 3.378 -0.61 0.43 0.21
C 0.629 3.734 2.997 -0.70 0.87 1.22
H -2.139 3.097 4.966 0.04 0.05 -0.47
H -1.729 5.491 5.539 0.91 -0.50 -0.83
H 0.276 6.615 4.684 0.22 0.95 0.10
H 1.728 5.562 2.902 0.20 -0.07 0.22
C -2.899 -3.340 -2.133 0.23 1.04 1.42
N -3.860 -2.223 -2.295 1.65 0.58 0.19
C -4.740 -2.005 -3.351 -0.74 0.70 0.53
C -5.318 -0.778 -3.133 -0.82 -0.81 -1.59
N -4.730 -0.250 -2.041 1.29 0.27 1.54
C -3.750 -1.075 -1.505 -2.11 -0.93 -1.81
S -2.821 -0.810 -0.214 1.06 0.26 1.20
H -3.153 -4.127 -2.806 -0.29 -0.55 -0.36
H -2.954 -3.656 -1.062 -0.06 0.03 -0.94
H -1.824 -3.056 -2.277 -1.07 0.15 -0.08
H -4.954 -2.790 -4.056 -0.02 0.19 -0.08
H -6.130 -0.210 -3.633 0.85 -0.86 0.23
H -4.960 0.616 -1.579 0.07 -0.07 -0.18